(1)
This record from the Open Molecules 2025 dataset describes 2 unconnected molecules or ions with the total composition C5H10O in a non-equilibrium geometry. The level of theory is ωB97M-V/def2-TZVPD.

Each line ends with the natural charge from an NBO analysis.
Geometry (Å):
C: 0.044 -0.726 -1.240  -0.3631
C: 0.875 -0.264 -0.308  -0.2181
C: 1.499 -0.991 0.806  -0.0328
C: 1.456 -2.311 0.935  -0.3741
C: 2.331 -0.157 1.770  -0.6341
H: -0.047 -0.161 -2.166  0.1910
H: -0.709 -1.500 -1.204  0.1954
H: 1.310 0.697 -0.558  0.1994
H: 2.010 -2.829 1.698  0.1961
H: 0.916 -2.901 0.206  0.1968
H: 3.001 -0.897 2.213  0.2127
H: 1.796 0.422 2.509  0.2200
H: 2.966 0.559 1.263  0.2107
O: -5.761 4.079 -2.032  -0.9344
H: -6.037 3.412 -2.677  0.4670
H: -5.650 3.568 -1.216  0.4674

- SMILES = C=CC(=C)C.O
- Kohn-Sham gap (eV) = 9.7
- charge = 0
- LUMO level (eV) = 0.845
- E_tot (eV) = -7392.943
- ΔE to the lowest compared entry with this formula, charge and spin (kcal/mol) = 42.0
- HOMO energy (eV) = -8.826

(2)
This record from the Open Molecules 2025 dataset describes 2 unconnected molecules or ions with the total composition C5H10O in a non-equilibrium geometry. The level of theory is ωB97M-V/def2-TZVPD.

Each line ends with the natural charge from an NBO analysis.
Geometry (Å):
O: -1.564 1.722 1.014  -0.6644
C: -1.014 0.506 0.819  0.1541
C: -0.470 0.190 -0.443  -0.3725
C: 1.054 -0.028 -0.214  -0.1596
C: 1.078 -1.409 -0.831  -0.4779
C: -0.444 -1.351 -0.748  -0.3547
H: -1.883 1.809 1.920  0.4841
H: 0.946 2.580 0.781  -0.0129
H: -0.939 -0.159 1.675  0.1597
H: -0.783 0.859 -1.252  0.2284
H: 1.536 0.221 0.730  0.1838
H: 1.324 2.207 0.256  0.0078
H: 1.454 -1.368 -1.864  0.2056
H: 1.557 -2.252 -0.324  0.2034
H: -0.817 -1.915 0.111  0.2048
H: -1.032 -1.612 -1.631  0.2104

- Kohn-Sham gap (spin up / spin down) (eV) = 7.2 / 8.1
- charge = 0
- LUMO level (spin up / spin down) (eV) = 0.610 / 0.740
- E_tot (eV) = -7389.231
- ΔE to the lowest compared entry with this formula, charge and spin (kcal/mol) = 127.6
- HOMO energy (spin up / spin down) (eV) = -6.592 / -7.376

(3)
This record from the Open Molecules 2025 dataset describes a single C5H10O molecule. The level of theory is ωB97M-V/def2-TZVPD.

Each line ends with the natural charge from an NBO analysis.
Geometry (Å):
C: -2.127 0.040 0.650  -0.6150
C: -0.771 -0.048 -0.040  0.0927
O: -0.692 1.171 -0.776  -0.7205
C: 0.401 -0.169 0.940  -0.2583
C: 1.649 -0.983 0.701  -0.4149
C: 1.686 0.502 0.551  -0.4028
H: -2.092 0.784 1.453  0.2092
H: -2.461 -0.915 1.065  0.2097
H: -2.861 0.379 -0.087  0.2233
H: -0.776 -0.905 -0.734  0.1593
H: -0.032 1.074 -1.469  0.4638
H: 0.116 -0.087 1.990  0.2135
H: 2.146 -1.404 1.571  0.2148
H: 1.724 -1.588 -0.200  0.2091
H: 1.763 0.886 -0.463  0.1987
H: 2.186 1.124 1.283  0.2174

- SMILES = C[C@@H](O)C1CC1
- Kohn-Sham gap (eV) = 11.3
- charge = 0
- LUMO level (eV) = 1.007
- E_tot (eV) = -7393.508
- ΔE to the lowest compared entry with this formula, charge and spin (kcal/mol) = 29.0
- HOMO energy (eV) = -10.283

(4)
This record from the Open Molecules 2025 dataset describes a single C5H10O molecule in a non-equilibrium geometry. The level of theory is ωB97M-V/def2-TZVPD.

Each line ends with the natural charge from an NBO analysis.
Geometry (Å):
C: -0.608 -1.087 0.529  -0.4009
C: -1.267 0.130 -0.137  -0.4244
C: -0.521 1.450 0.028  -0.0779
O: 0.645 1.478 -0.825  -0.4833
C: 1.768 1.234 -0.234  0.0628
C: 0.800 -1.384 0.028  -0.6225
H: -1.257 -1.960 0.374  0.2028
H: -0.573 -0.922 1.616  0.1979
H: -1.401 -0.058 -1.210  0.2082
H: -2.271 0.265 0.284  0.2165
H: -0.195 1.615 1.061  0.1990
H: -1.137 2.290 -0.301  0.1922
H: 1.481 -0.447 0.446  0.2219
H: 2.475 1.158 -1.079  0.0918
H: 1.226 -2.275 0.486  0.2129
H: 0.835 -1.487 -1.067  0.2028

- Kohn-Sham gap (eV) = 9.2
- charge = 0
- LUMO level (eV) = 0.928
- E_tot (eV) = -7391.142
- ΔE to the lowest compared entry with this formula, charge and spin (kcal/mol) = 83.6
- HOMO energy (eV) = -8.269

(5)
This record from the Open Molecules 2025 dataset describes a single C5H10O molecule. The level of theory is ωB97M-V/def2-TZVPD.

Each line ends with the natural charge from an NBO analysis.
Geometry (Å):
O: -0.850 -2.013 -1.727  -0.7139
C: -0.867 -1.345 -0.476  -0.0572
C: -0.062 -0.039 -0.480  -0.2530
C: -0.651 1.202 0.242  -0.3955
C: 0.646 1.349 1.071  -0.4034
C: 1.212 0.074 0.403  -0.4018
H: 0.059 -2.281 -1.907  0.4602
H: -1.925 -1.140 -0.282  0.1787
H: -0.513 -2.016 0.324  0.1562
H: 0.142 0.179 -1.533  0.2113
H: -1.550 1.005 0.837  0.2008
H: -0.869 2.037 -0.431  0.2078
H: 1.217 2.260 0.868  0.2032
H: 0.508 1.275 2.154  0.2027
H: 1.363 -0.762 1.096  0.1991
H: 2.141 0.217 -0.158  0.2046

- SMILES = OCC1CCC1
- Kohn-Sham gap (eV) = 11.1
- charge = 0
- LUMO level (eV) = 1.053
- E_tot (eV) = -7393.521
- ΔE to the lowest compared entry with this formula, charge and spin (kcal/mol) = 28.7
- HOMO energy (eV) = -10.051

(6)
This record from the Open Molecules 2025 dataset describes 2 unconnected molecules or ions with the total composition C5H10O in a non-equilibrium geometry. The level of theory is ωB97M-V/def2-TZVPD.

Each line ends with the natural charge from an NBO analysis.
Geometry (Å):
C: -2.530 -0.213 0.080  -0.4964
C: -1.464 0.364 -0.308  -0.2145
C: 1.015 0.294 1.289  -0.6941
C: 1.182 0.275 -1.307  -0.6694
C: 0.541 -0.263 -0.069  0.3709
O: 0.482 -1.654 -0.130  -0.6999
H: -3.501 0.330 0.201  0.2073
H: -2.452 -1.253 0.329  0.1903
H: -1.602 1.452 -0.719  0.1649
H: 2.018 -0.181 1.561  0.2180
H: 1.411 1.367 1.353  0.2403
H: 0.330 0.176 2.126  0.2342
H: 1.013 -0.259 -2.317  0.2385
H: 2.235 0.254 -1.196  0.2085
H: 0.909 1.321 -1.617  0.2297
H: 0.415 -2.010 0.724  0.4718

- Kohn-Sham gap (eV) = 9.5
- charge = 0
- LUMO level (eV) = 0.896
- E_tot (eV) = -7391.112
- ΔE to the lowest compared entry with this formula, charge and spin (kcal/mol) = 84.2
- HOMO energy (eV) = -8.581